[1]
{
  "formula": "C5H8NaO5Sm",
  "method": "ωB97M-V/def2-TZVPD",
  "species": ["C", "O", "O", "Na", "O", "C", "C", "O", "C", "C", "O", "Sm", "H", "H", "H", "H", "H", "H", "H", "H"],
  "xyz": [[3.150, -0.730, -2.604], [4.323, -0.357, -2.759], [2.139, 0.029, -2.661], [6.331, -1.113, -2.846], [1.178, 0.545, 0.930], [0.653, 0.344, 2.155], [-0.751, -0.104, 2.149], [-1.251, -0.221, 1.008], [-2.647, -0.305, 0.576], [-2.730, 0.794, -0.491], [-1.642, 0.762, -1.335], [0.413, 0.629, -1.010], [0.601, 1.252, 2.812], [1.197, -0.384, 2.804], [-1.366, -0.247, 3.048], [2.956, -1.811, -2.398], [-3.302, -0.169, 1.444], [-2.739, -1.310, 0.151], [-2.822, 1.762, 0.044], [-3.691, 0.633, -1.017]],
  "multiplicity": 6,
  "charge": 2,
  "homo_ev": [-16.3100, -16.3138],
  "max_force_ev_per_a": 2.19,
  "lumo_energy_ev": [-7.97, -7.96],
  "gap_ev": [8.341, 8.351],
  "de_lowest_kj_mol": 0.0
}



[2]
{
  "formula": "C5H8O",
  "method": "ωB97M-V/def2-TZVPD",
  "species": ["C", "C", "C", "C", "O", "C", "H", "H", "H", "H", "H", "H", "H", "H"],
  "xyz": [[-1.072, 0.129, -0.638], [-0.681, 1.223, 0.319], [0.082, -0.865, -0.846], [0.954, -0.967, 0.400], [1.464, 0.294, 0.816], [0.510, 1.259, 0.917], [-1.340, 0.576, -1.604], [-1.975, -0.385, -0.285], [-1.377, 2.036, 0.504], [0.708, -0.549, -1.687], [-0.304, -1.863, -1.086], [1.831, -1.594, 0.222], [0.378, -1.395, 1.234], [0.835, 2.075, 1.557]],
  "charge": 0,
  "homo_ev": -8.5831,
  "max_force_ev_per_a": 0.26,
  "lumo_energy_ev": 1.07,
  "gap_ev": 9.653,
  "de_lowest_kj_mol": 80.4
}



Copy entry 1 word for word.
{
  "formula": "C5H8NaO5Sm",
  "method": "ωB97M-V/def2-TZVPD",
  "species": ["C", "O", "O", "Na", "O", "C", "C", "O", "C", "C", "O", "Sm", "H", "H", "H", "H", "H", "H", "H", "H"],
  "xyz": [[3.150, -0.730, -2.604], [4.323, -0.357, -2.759], [2.139, 0.029, -2.661], [6.331, -1.113, -2.846], [1.178, 0.545, 0.930], [0.653, 0.344, 2.155], [-0.751, -0.104, 2.149], [-1.251, -0.221, 1.008], [-2.647, -0.305, 0.576], [-2.730, 0.794, -0.491], [-1.642, 0.762, -1.335], [0.413, 0.629, -1.010], [0.601, 1.252, 2.812], [1.197, -0.384, 2.804], [-1.366, -0.247, 3.048], [2.956, -1.811, -2.398], [-3.302, -0.169, 1.444], [-2.739, -1.310, 0.151], [-2.822, 1.762, 0.044], [-3.691, 0.633, -1.017]],
  "multiplicity": 6,
  "charge": 2,
  "homo_ev": [-16.3100, -16.3138],
  "max_force_ev_per_a": 2.19,
  "lumo_energy_ev": [-7.97, -7.96],
  "gap_ev": [8.341, 8.351],
  "de_lowest_kj_mol": 0.0
}